(1)
{
  "formula": "C22H20AsPtS3",
  "method": "ωB97M-V with the def2-TZVPD basis set",
  "symbols": ["Pt", "S", "C", "C", "C", "C", "C", "C", "As", "C", "C", "C", "C", "C", "C", "C", "C", "C", "C", "C", "C", "H", "H", "H", "H", "H", "H", "H", "H", "H", "H", "H", "H", "H", "H", "C", "C", "S", "C", "C", "S", "H", "H", "H", "H", "H", "H"],
  "xyz": [[-0.022, -1.755, 0.525], [2.244, -1.924, 0.674], [2.933, -0.311, 0.845], [4.328, -0.233, 0.932], [4.950, 0.994, 1.059], [4.203, 2.168, 1.098], [2.825, 2.101, 1.007], [2.199, 0.864, 0.870], [0.312, 0.691, 0.692], [-0.419, 2.472, 0.778], [-0.582, 3.229, -0.375], [-1.009, 4.545, -0.260], [-1.275, 5.091, 0.988], [-1.114, 4.327, 2.135], [-0.688, 3.011, 2.033], [0.127, 0.411, -1.262], [1.216, 0.271, -2.115], [1.012, 0.126, -3.478], [-0.275, 0.128, -4.000], [-1.365, 0.275, -3.156], [-1.166, 0.409, -1.790], [4.913, -1.144, 0.910], [6.028, 1.037, 1.134], [4.694, 3.126, 1.195], [2.233, 3.008, 1.031], [-0.371, 2.815, -1.350], [-1.132, 5.144, -1.152], [-1.610, 6.117, 1.066], [-1.322, 4.752, 3.108], [-0.563, 2.416, 2.929], [2.223, 0.279, -1.719], [1.864, 0.017, -4.137], [-0.427, 0.020, -5.066], [-2.370, 0.290, -3.558], [-2.023, 0.550, -1.139], [-4.013, -3.995, 0.842], [-2.591, -3.544, 0.726], [-2.271, -1.928, 0.629], [-1.507, -4.491, 0.725], [-1.744, -5.972, 0.827], [0.055, -3.971, 0.639], [-4.690, -3.144, 0.849], [-4.157, -4.565, 1.760], [-4.277, -4.643, 0.003], [-2.797, -6.205, 0.946], [-1.201, -6.385, 1.676], [-1.381, -6.474, -0.071]],
  "nbo_charge": [0.3697, -0.0680, -0.1776, -0.2129, -0.1695, -0.2205, -0.1300, -0.4197, 0.9868, -0.2365, -0.2464, -0.1851, -0.1790, -0.1973, -0.2379, -0.2348, -0.2621, -0.1832, -0.1889, -0.2085, -0.2737, 0.2329, 0.2314, 0.2306, 0.2181, 0.2352, 0.2291, 0.2304, 0.2313, 0.2244, 0.2314, 0.2282, 0.2288, 0.2278, 0.2177, -0.6666, -0.1684, 0.2854, -0.1771, -0.6717, 0.3729, 0.2495, 0.2479, 0.2490, 0.2384, 0.2596, 0.2589],
  "e_homo_ev": [-10.76, -10.76],
  "charge": 1,
  "multiplicity": 1
}

(2)
{
  "formula": "C2H6ClN",
  "method": "ωB97M-V with the def2-TZVPD basis set",
  "symbols": ["C", "C", "H", "H", "H", "H", "H", "H", "N", "Cl"],
  "xyz": [[1.122, 0.381, 0.488], [-0.039, 0.842, -0.358], [2.645, -0.889, 0.132], [1.145, -1.356, -0.457], [1.702, 1.242, 0.546], [0.765, -0.013, 1.434], [-0.469, 1.932, -0.133], [0.321, 0.703, -1.433], [1.744, -0.578, -0.272], [-1.460, -0.289, 0.061]],
  "nbo_charge": [-0.2575, -0.3362, 0.3667, 0.3651, 0.1962, 0.1803, 0.2246, 0.2378, -0.8429, -0.1341],
  "smiles": "NCCCl",
  "e_homo_ev": -9.45,
  "multiplicity": 1
}

(3)
{
  "formula": "C12H18InO2",
  "method": "ωB97M-V with the def2-TZVPD basis set",
  "symbols": ["C", "C", "O", "O", "C", "C", "C", "In", "C", "C", "C", "C", "C", "C", "C", "H", "H", "H", "H", "H", "H", "H", "H", "H", "H", "H", "H", "H", "H", "H", "H", "H", "H"],
  "xyz": [[-3.629, 1.600, -1.365], [-2.294, 2.342, -1.674], [-2.269, 3.537, -1.485], [-1.127, 1.734, -2.099], [-1.324, 0.885, -3.241], [-0.182, -0.234, -3.188], [-0.763, -1.462, -2.366], [-0.651, -1.108, -0.102], [1.549, -0.924, 0.362], [1.885, -0.690, 1.846], [2.677, 0.515, 2.170], [3.088, 0.821, 3.525], [2.729, -0.087, 4.600], [1.929, -1.265, 4.299], [1.511, -1.582, 2.943], [-4.055, 1.269, -2.354], [-3.485, 0.670, -0.758], [-4.309, 2.292, -0.821], [-1.259, 1.420, -4.225], [-2.290, 0.319, -3.231], [0.094, -0.514, -4.240], [0.706, 0.244, -2.687], [-1.782, -1.782, -2.701], [-0.037, -2.315, -2.533], [-1.369, -2.599, 0.647], [-1.624, 0.326, 0.366], [2.036, -1.894, 0.056], [1.950, -0.089, -0.275], [2.982, 1.215, 1.355], [3.698, 1.732, 3.701], [3.056, 0.105, 5.647], [1.643, -1.984, 5.104], [0.917, -2.500, 2.726]],
  "lowdin_charge": [-0.0221, -0.5094, 0.0759, -0.0675, -0.2157, -0.2683, -0.3307, 0.4679, -0.2872, -0.2966, -0.0622, -0.1148, -0.1323, -0.1113, -0.0626, 0.0804, 0.0456, 0.0846, 0.1190, 0.1030, 0.0874, 0.0959, 0.0168, 0.0184, -0.1319, -0.0923, 0.0450, 0.0291, 0.0959, 0.0826, 0.0777, 0.0854, 0.0942],
  "e_homo_ev": -4.41,
  "charge": -1,
  "multiplicity": 1
}